The following is a quantum chemistry calculation of the molecule C3H3ClN2O, from OMol25.

Cartesian coordinates (Å):
C 1.4839 0.2476 0.5341
C 0.0738 0.0143 0.0882
C -1.8598 0.0995 -0.6132
H 1.6463 -0.2136 1.5109
H 1.6706 1.3153 0.5824
H -2.7648 0.4802 -1.0069
N -0.7479 0.8865 -0.3902
N -1.7295 -1.1458 -0.2818
O -0.4275 -1.2173 0.1856
Cl 2.6547 -0.4670 -0.6091

Cartesian forces (eV/Å) of the 2 atoms listed first:
C -0.29 -0.18 0.11
C 0.59 0.07 0.10

Results
Energy relative to the best compared isomer or geometry (same formula, charge and spin) (kcal/mol): 21.87
2S+1: 1
Net charge: 0
SMILES string: ClCc1ncno1



The following is a quantum chemistry calculation of a structure of composition C23H22ClF4N2NiSe at a distorted geometry, from OMol25.

Cartesian coordinates (Å):
Ni -0.1579 0.5551 -0.6844
C 2.4070 -0.3722 0.8595
N 2.0555 0.5719 -0.1950
C 2.5760 1.8818 0.1814
C 2.6760 0.1681 -1.4618
C 1.9467 -1.0055 -2.1154
N 0.5626 -0.6282 -2.2355
C -0.2534 -1.2516 -3.0625
C -1.5981 -0.7685 -3.1120
F -1.8686 0.2313 -2.2149
C -2.5642 -1.2895 -3.9268
F -3.8210 -0.7845 -3.9263
C -2.2821 -2.3546 -4.7771
C -1.0009 -2.8800 -4.7334
F -0.7247 -3.9527 -5.5211
C -0.0145 -2.3659 -3.9200
F 1.2075 -2.9803 -3.9325
H 3.5018 -0.4577 0.9646
H 1.9969 -1.3557 0.6448
H 1.9888 -0.0322 1.8050
H 3.6668 1.8394 0.3398
H 2.1038 2.2156 1.1046
H 2.3605 2.6088 -0.6022
H 3.7425 -0.0757 -1.3126
H 2.6014 1.0139 -2.1540
H 2.0551 -1.9273 -1.5221
H 2.4146 -1.1823 -3.0931
H -3.0406 -2.7731 -5.4129
Cl -1.5948 -2.6425 -0.7155
C -0.7849 -2.5851 0.8144
C -0.2313 -3.7504 1.2969
C 0.4330 -3.7512 2.5159
C 0.5024 -2.5712 3.2460
C -0.0509 -1.4106 2.7571
C -0.7006 -1.3499 1.5013
C -1.2430 -0.1291 0.9931
H -0.3132 -4.6583 0.7164
H 0.8766 -4.6600 2.8962
H 0.9947 -2.5606 4.2098
H -0.0098 -0.5039 3.3448
H -1.3286 0.6532 1.7506
H -2.1537 -0.2400 0.3905
Se -0.6704 2.8651 -0.6024
C -1.0932 3.4836 1.1579
C -2.3192 3.1745 1.7431
C -2.6435 3.6621 2.9944
C -1.7534 4.4686 3.6861
C -0.5326 4.7821 3.1100
C -0.2048 4.2957 1.8589
H -3.0186 2.5498 1.2051
H -3.6019 3.4150 3.4320
H -2.0124 4.8544 4.6630
H 0.1696 5.4134 3.6395
H 0.7469 4.5469 1.4107

Cartesian forces (eV/Å) of the 2 atoms listed first:
Ni 0.63 -0.65 0.24
C -0.04 -0.19 0.11

Results
Energy relative to the best compared isomer or geometry (same formula, charge and spin) (kcal/mol): 5.04
2S+1: 3
Net charge: -1
Expectation value of S²: 2.01



The following is a quantum chemistry calculation of the molecule C2H2Br2O2S at a distorted geometry, from OMol25.

Cartesian coordinates (Å):
C 0.5228 0.1140 0.4901
C 1.3793 -0.4735 -0.2833
O -1.3024 1.0117 -1.5036
O -1.6867 1.4885 0.9083
S -1.2095 0.6120 -0.1322
Br 3.2243 -0.9162 0.0644
Br -2.2595 -1.2064 0.1639
H 0.3708 0.1948 1.5591
H 0.9610 -0.8249 -1.2665

Cartesian forces (eV/Å) of the 2 atoms listed first:
C -2.82 0.48 0.69
C 0.54 -1.15 -2.04

Results
Energy relative to the best compared isomer or geometry (same formula, charge and spin) (kcal/mol): 10.96
2S+1: 1
Net charge: 0
SMILES string: O=S(=O)(Br)/C=C/Br



The following is a quantum chemistry calculation of a structure of composition C12H35N5Na2O10Pb at a distorted geometry, from OMol25.

Cartesian coordinates (Å):
Na 1.2493 0.3458 3.5931
Na 1.5175 3.4418 0.8766
Pb 1.8402 -0.3611 -0.4357
C -0.2162 0.9749 1.2290
O -0.1097 1.4105 0.0782
O -0.0028 -0.2110 1.4754
O -0.2476 1.8283 2.1468
C 4.8379 -0.1923 -1.8369
O 3.8177 -1.1573 -1.7076
C 4.3177 -2.3917 -1.1903
C 3.2092 -3.3839 -0.9487
N 2.3603 -2.7988 0.0906
C 1.1061 -3.6411 0.1116
C 0.1441 -3.2852 -1.0285
O 0.0169 -1.8962 -1.2890
C -1.1370 -1.4861 -2.0895
H 4.3942 0.7041 -2.2702
H 5.6427 -0.5020 -2.5036
H 5.2327 0.1118 -0.8675
H 4.8414 -2.2771 -0.2412
H 4.9259 -2.8440 -1.9736
H 3.6028 -4.3741 -0.7194
H 2.6389 -3.4635 -1.8742
H 2.8892 -2.9184 0.9427
H 0.6092 -3.3841 1.0471
H 1.3209 -4.7049 0.0102
H -0.7616 -3.8388 -0.7811
H 0.5448 -3.7177 -1.9453
H -0.9174 -1.2389 -3.1281
H -1.4572 -0.5306 -1.6741
H -1.9525 -2.1750 -1.8694
C -0.9427 1.5851 5.7607
O 0.2533 1.2973 5.8698
N -1.6689 1.6456 6.8652
N -1.5710 1.9177 4.6670
H -2.6237 1.9427 6.7228
H -1.3679 1.4473 7.8086
H -2.4582 2.3991 4.7013
H -1.1702 1.8218 3.7449
C 1.3077 1.5814 -3.2960
O 1.6490 0.4464 -2.8821
N 0.1475 2.1390 -3.0227
N 2.1355 2.2349 -4.0857
H -0.5236 1.6088 -2.4854
H 0.0058 3.0392 -3.4581
H 1.9552 3.1766 -4.4032
H 2.9851 1.7835 -4.3931
C -2.3578 3.9642 0.1947
O -1.7741 4.0878 1.4036
H -1.6101 3.5342 -0.4718
H -3.1647 3.2327 0.2395
H -2.7625 4.8880 -0.2185
H -1.4777 3.2720 1.8137
C -4.2072 1.1491 -1.7988
O -2.8959 1.7148 -1.8881
H -4.6996 1.5622 -0.9185
H -4.9247 1.2464 -2.6136
H -4.2285 0.0851 -1.5629
H -2.4046 1.7885 -1.0667
C -3.0054 -2.2120 1.1461
O -1.6280 -2.4121 1.5772
H -3.0052 -1.2338 0.6653
H -3.3012 -3.0564 0.5236
H -3.6894 -2.1820 1.9942
H -1.2341 -1.5388 1.6395

Cartesian forces (eV/Å) of the 2 atoms listed first:
Na -1.00 0.26 0.60
Na -1.19 -0.17 0.13

Results
2S+1: 1
Net charge: +2
Electronic energy (eV): -55007.310



The following is a quantum chemistry calculation of the molecule C5H8O2 at a distorted geometry, from OMol25.

Cartesian coordinates (Å):
C 0.4062 0.1922 0.4031
C 1.6807 0.8545 -0.0732
C 0.3014 -1.2601 0.3404
C -1.1399 0.3386 -0.4697
C -2.2969 0.7206 0.0751
O 1.3488 -1.9967 -0.0502
O -0.8605 -1.7109 0.1805
H 1.0070 -2.8964 -0.2048
H 0.0628 0.5581 1.3683
H -0.9309 0.4682 -1.5242
H 2.5108 0.6666 0.6174
H 1.5426 1.9372 -0.1453
H 1.9883 0.4809 -1.0540
H -2.5807 0.4369 1.0818
H -3.0396 1.2105 -0.5452

Cartesian forces (eV/Å) of the 2 atoms listed first:
C -3.10 0.42 -0.48
C -0.19 0.18 -0.38

Results
Energy relative to the best compared isomer or geometry (same formula, charge and spin) (kcal/mol): 59.89
2S+1: 1
Net charge: 0
SMILES string: C=C[C@H](C)C(=O)O



The following is a quantum chemistry calculation of a cluster of 2 separate species, H6NO in total at a distorted geometry, from OMol25.

Cartesian coordinates (Å):
O -0.0640 -0.6804 -1.9678
H 0.2676 -0.3780 -2.8435
H 0.0747 -1.6546 -1.9731
N -0.0555 0.5425 1.3570
H 0.9426 0.3670 1.5815
H -0.6461 0.2665 2.1648
H -0.3263 -0.0147 0.5241
H -0.1930 1.5517 1.1570

Cartesian forces (eV/Å) of the 2 atoms listed first:
O 0.50 -0.66 -0.39
H -0.36 -0.29 0.89

Results
Energy relative to the best compared isomer or geometry (same formula, charge and spin) (kcal/mol): 8.54
2S+1: 1
Net charge: +1



Q: Which value of net charge does entry 2 give?
A: -1



Q: Among the records above, which one has the highest 2S+1?
A: C23H22ClF4N2NiSe